# 1
ORCA calculation (ωB97M-V/def2-TZVPD) on a structure of composition C25H65AlNO8 in a non-equilibrium geometry.

Geometry as ORCA input:
```
! wB97M-V def2-TZVPD RIJCOSX def2/J DEFGRID3
* xyz -1 1
C 3.43566 1.29594 -1.69669
C 2.51937 2.35551 -0.84358
C 2.93034 3.93229 -1.02507
C 3.02970 4.45094 -2.57836
O 1.85502 5.23019 -3.04040
Al 0.35382 4.13287 -3.33551
C -0.94363 4.45849 -1.73489
C -1.39639 3.05864 -0.99702
C -2.96113 2.76261 -1.47305
N -3.23923 1.58361 -2.39964
O -3.94064 3.55323 -1.02750
H 4.57173 1.27990 -1.37573
H 3.28750 1.42227 -2.86897
H 3.02043 0.20622 -1.45289
H 2.66542 2.07997 0.30432
H 1.39275 2.11887 -1.08928
H 4.01015 4.08727 -0.55018
H 2.17272 4.56268 -0.36034
H 3.94566 5.21556 -2.61203
H 3.28106 3.56918 -3.30613
H -0.41548 4.58950 -4.66918
H 0.75021 2.61229 -3.51746
H -1.87380 5.09379 -2.11101
H -0.36243 5.14386 -0.95632
H -0.76996 2.14150 -1.37456
H -1.30020 3.23458 0.16623
H -2.79590 0.76586 -1.92398
H -2.67758 1.75359 -3.27475
C -4.32995 -3.15651 -0.95038
C -2.90406 -2.63809 -0.85203
C -2.35149 -2.79937 0.55509
O -2.87665 -1.26008 -1.21511
H -4.99611 -2.60063 -0.28106
H -4.71891 -3.02274 -1.96548
H -4.38243 -4.21883 -0.69231
H -2.26686 -3.17670 -1.56175
H -2.94752 -2.23081 1.27783
H -1.32922 -2.41080 0.61397
H -2.34465 -3.85096 0.85835
H -3.43987 -0.77391 -0.59020
C 1.81458 -1.15198 2.01415
C 3.24048 -0.63356 2.11250
C 3.79304 -0.79483 3.51962
O 3.26788 0.74445 1.74942
H 1.14842 -0.59610 2.68347
H 1.42562 -1.01821 0.99905
H 1.76210 -2.21430 2.27223
H 3.87768 -1.17217 1.40278
H 3.19701 -0.22627 4.24236
H 4.81531 -0.40627 3.57850
H 3.79988 -1.84642 3.82288
H 2.70466 1.23063 2.37433
C -1.79206 -0.38080 -5.94470
C -1.74336 1.11479 -6.21388
C -0.64785 1.46353 -7.20864
O -1.50828 1.80724 -4.99046
H -0.84760 -0.73254 -5.51453
H -2.57692 -0.61563 -5.21776
H -1.98728 -0.94125 -6.86430
H -2.71177 1.45099 -6.59985
H 0.33722 1.17716 -6.82327
H -0.61642 2.54427 -7.38328
H -0.80871 0.95839 -8.16614
H -0.65033 1.51496 -4.64035
C -5.36016 7.21417 -1.47614
C -5.70756 7.20894 0.00403
C -4.46154 7.33296 0.86622
O -6.38564 5.99718 0.32552
H -4.71205 6.36772 -1.72958
H -6.26534 7.11187 -2.08424
H -4.85110 8.14088 -1.75887
H -6.39156 8.03562 0.22444
H -3.78152 6.49070 0.69583
H -4.72563 7.31535 1.92897
H -3.92550 8.26321 0.65375
H -5.78574 5.25750 0.13293
C 0.41913 -4.71233 5.21177
C 1.84503 -4.19391 5.31013
C 2.39759 -4.35518 6.71724
O 1.87244 -2.81589 4.94704
H -0.24703 -4.15645 5.88109
H 0.03018 -4.57856 4.19667
H 0.36666 -5.77465 5.46985
H 2.48223 -4.73252 4.60040
H 1.80156 -3.78662 7.43998
H 3.41987 -3.96662 6.77612
H 2.40443 -5.40677 7.02050
H 1.30922 -2.32972 5.57195
C 3.11250 -8.64045 3.16900
C 3.16120 -7.14486 2.89983
C 4.25671 -6.79612 1.90507
O 3.39628 -6.45241 4.12325
H 4.05695 -8.99220 3.59918
H 2.32763 -8.87528 3.89595
H 2.91728 -9.20090 2.24941
H 2.19278 -6.80866 2.51385
H 5.24178 -7.08249 2.29043
H 4.28813 -5.71538 1.73042
H 4.09585 -7.30126 0.94757
H 4.25423 -6.74469 4.47336
*
```

Values from the calculation:
HOMO = -4.595 eV
energy = -1890.55197 a.u.
LUMO level = 1.67 eV
maximum force = 7.45 eV/A

***

# 2
ORCA calculation (ωB97M-V/def2-TZVPD) on a cluster of 9 separate species, C25H65BClN3O10P in total.

Geometry as ORCA input:
```
! wB97M-V def2-TZVPD RIJCOSX def2/J DEFGRID3
* xyz 1 1
C -2.19130 -2.59543 2.32799
C -1.65956 -2.56938 0.89913
C -0.96559 -1.21745 0.55439
C -1.80648 -0.30820 -0.37431
C 0.42100 -1.43137 0.02993
N 1.39072 -0.90739 0.72180
N 2.63374 -1.08002 0.28866
Cl 3.78787 -0.28424 1.25357
C 3.03592 -1.73982 -0.79659
B 4.64075 -1.77128 -1.11649
C 5.55895 -2.77089 -0.35959
O 5.11435 -0.92194 -2.04456
C 2.03497 -2.35549 -1.55409
P 2.57599 -3.36664 -2.97453
O 3.59911 -2.73851 -3.82454
C 0.70227 -2.20002 -1.16735
N -0.33345 -2.78570 -1.80565
H -1.43986 -2.25743 3.04248
H -2.46727 -3.61741 2.58694
H -3.09701 -1.99677 2.42884
H -2.49356 -2.74458 0.21454
H -0.97730 -3.41313 0.76296
H -0.85211 -0.67740 1.49324
H -2.85785 -0.58383 -0.31327
H -1.49557 -0.35764 -1.42179
H -1.66470 0.73397 -0.10079
H 6.57710 -2.38042 -0.37684
H 5.59006 -3.74722 -0.85453
H 5.25505 -2.92960 0.67588
H 4.70372 -0.05625 -2.13739
H 1.37635 -3.67346 -3.63254
H 2.93400 -4.57671 -2.35778
H -1.24936 -2.42715 -1.57536
H -0.24060 -2.92925 -2.80125
C 1.61617 3.95235 -0.28035
C 0.54334 3.19199 0.46266
O 0.43061 1.82864 0.02872
H 1.41578 3.94286 -1.35310
H 1.64983 4.98620 0.06463
H 2.60110 3.50300 -0.11769
H -0.43585 3.63407 0.28230
H 0.73704 3.21347 1.53999
H 1.28294 1.41281 0.18494
C 2.58696 -3.13856 -7.52942
C 4.07420 -3.40884 -7.64038
O 4.83539 -2.44887 -6.92077
H 2.34283 -2.14092 -7.89550
H 1.98797 -3.86118 -8.08603
H 2.28091 -3.18597 -6.47940
H 4.40491 -3.34564 -8.67615
H 4.30340 -4.41772 -7.27805
H 4.57465 -2.49274 -5.99283
C -1.51968 -7.01750 2.17107
C -2.96041 -6.81934 1.74985
O -3.12779 -5.66584 0.91752
H -1.15344 -6.13758 2.70449
H -1.43152 -7.88622 2.82184
H -0.87725 -7.17286 1.29941
H -3.59547 -6.65268 2.61786
H -3.33165 -7.70655 1.23019
H -2.59645 -5.80437 0.12743
C -0.79419 7.61982 0.01363
C -0.09742 7.57945 1.35584
O 1.24491 7.09537 1.23799
H -0.79428 6.62290 -0.42867
H -1.82836 7.95289 0.11310
H -0.27833 8.28522 -0.67814
H -0.60415 6.88678 2.02822
H -0.09247 8.56552 1.82975
H 1.72653 7.69742 0.66115
C 0.52980 3.48943 5.14961
C -0.65116 3.96643 4.32611
O -0.64858 5.37449 4.13748
H 0.53736 3.98118 6.12204
H 0.48730 2.40985 5.30476
H 1.47148 3.72590 4.64737
H -1.58949 3.74094 4.83236
H -0.66487 3.45364 3.35603
H 0.16712 5.62089 3.68611
C 1.71699 6.38708 -4.44826
C 0.52660 6.79587 -3.60281
O 0.77219 7.98153 -2.85425
H 2.59687 6.23927 -3.82078
H 1.51088 5.46145 -4.98797
H 1.95531 7.15882 -5.18337
H 0.29658 6.02954 -2.86189
H -0.36065 6.92584 -4.23115
H 0.95982 8.69828 -3.46868
C -2.95597 -9.64345 6.66067
C -2.60552 -8.73431 5.49997
O -3.22440 -9.14381 4.28207
H -2.66574 -10.67054 6.43993
H -2.44802 -9.32436 7.57146
H -4.03135 -9.63046 6.85164
H -1.53314 -8.75784 5.30517
H -2.88232 -7.69964 5.73290
H -4.17738 -9.12727 4.41655
C -4.95444 5.53190 0.26067
C -4.10615 4.54181 -0.51175
O -2.72522 4.89683 -0.50735
H -4.83880 6.53372 -0.15307
H -6.00901 5.25682 0.21949
H -4.65357 5.56395 1.31060
H -4.39694 4.51987 -1.56145
H -4.23726 3.53173 -0.10640
H -2.42945 4.92526 0.40896
*
```

Values from the calculation:
HOMO = -11.702 eV
energy = -2734.30432 a.u.
LUMO level = -4.25 eV
maximum force = 0.96 eV/A

***

# 3
ORCA calculation (ωB97M-V/def2-TZVPD) on a structure of composition C25H65BGaO17P4 in a non-equilibrium geometry.

Geometry as ORCA input:
```
! wB97M-V def2-TZVPD RIJCOSX def2/J DEFGRID3
* xyz -1 1
C 2.49759 -1.52602 0.08141
C 1.28765 -1.77884 -0.82522
C 1.29295 -1.03303 -2.17771
C 2.12942 0.25998 -2.23250
Ga 1.25890 1.88597 -1.33949
C 0.03694 1.36609 0.26883
P -1.61729 2.02488 0.15290
O -1.71932 3.38022 -0.38768
O -2.28623 1.92663 1.65803
O -2.51096 0.96230 -0.72843
B 2.68352 3.28764 -0.58428
O 2.24706 4.29836 0.25306
O 4.07337 3.28749 -0.87734
C 4.80789 2.26263 -0.23024
C 6.20094 2.74817 0.14827
H 2.24673 -1.90390 1.08135
H 3.37134 -2.10443 -0.22576
H 2.73394 -0.47099 0.21060
H 1.29743 -2.85138 -1.05636
H 0.36896 -1.62232 -0.25939
H 1.63350 -1.68941 -2.98956
H 0.25904 -0.76299 -2.42153
H 2.22632 0.52815 -3.29262
H 3.15900 0.10206 -1.89524
H 0.36933 2.70229 -2.40624
H 0.43170 1.72519 1.22224
H -0.09619 0.28136 0.35798
H -2.45944 1.00339 1.87567
H -3.26873 0.69176 -0.19909
H 3.01756 4.65906 0.71848
H 4.29133 1.83073 0.63386
H 4.94400 1.44098 -0.94794
H 6.75890 1.87231 0.49478
H 6.68799 3.12971 -0.74937
H 6.19485 3.48671 0.95032
O -1.80716 -3.43219 -6.95191
P -2.54496 -3.30140 -5.67315
O -1.74663 -2.29403 -4.71628
C -1.65015 -0.90002 -5.06031
C -2.94329 -0.16311 -4.76531
O -2.23522 -4.72132 -4.91960
C -1.75996 -5.85330 -5.64168
C -0.25932 -5.99592 -5.49508
O -3.97576 -3.12501 -4.91491
C -5.15876 -3.68968 -5.52209
C -5.28569 -5.18028 -5.25936
H -1.36828 -0.79060 -6.11095
H -0.84947 -0.48582 -4.45082
H -3.74591 -0.49028 -5.43284
H -2.80652 0.91026 -4.89636
H -3.26788 -0.35641 -3.74327
H -2.04642 -5.79694 -6.69273
H -2.25763 -6.72996 -5.21762
H 0.25130 -5.07436 -5.77246
H 0.11515 -6.80878 -6.12043
H -0.00021 -6.20795 -4.45675
H -5.16718 -3.48182 -6.59475
H -6.00824 -3.17177 -5.08166
H -4.60080 -5.75157 -5.88629
H -6.29816 -5.51819 -5.48652
H -5.05189 -5.41147 -4.22094
O -9.55348 -2.79445 -0.87038
P -8.26501 -2.32396 -0.30897
O -7.08702 -3.15115 -1.03218
C -6.84917 -2.95692 -2.43270
C -6.11358 -1.65250 -2.68994
O -8.23267 -2.99623 1.18210
C -9.42277 -3.47287 1.80479
C -9.54968 -4.97440 1.65317
O -7.32932 -1.07707 0.13628
C -7.93754 0.12827 0.66201
C -8.32829 -0.01052 2.12141
H -7.79506 -2.98794 -2.98293
H -6.24107 -3.79793 -2.76349
H -6.75046 -0.79712 -2.45441
H -5.81359 -1.57147 -3.73363
H -5.22577 -1.58105 -2.06305
H -10.30268 -2.96456 1.40916
H -9.34909 -3.21377 2.86406
H -9.47510 -5.27067 0.60724
H -10.50377 -5.32441 2.05146
H -8.74350 -5.47713 2.18971
H -8.79855 0.40981 0.05216
H -7.19040 0.91250 0.55238
H -9.23652 -0.60384 2.23383
H -8.52150 0.97221 2.55270
H -7.53905 -0.50310 2.68720
O 7.19084 3.66605 4.54444
P 7.92534 4.58565 5.47114
O 8.68201 5.63741 4.48297
C 7.93335 6.68694 3.86369
C 7.62583 7.81759 4.82944
O 9.18148 3.52876 5.75174
C 9.02299 2.11998 5.59903
C 9.56519 1.65141 4.26405
O 8.42326 5.31280 6.87234
C 7.90141 4.87072 8.14784
C 8.57960 3.60998 8.65428
H 7.01277 6.28158 3.43410
H 8.54753 7.05519 3.04308
H 6.92746 7.49476 5.60546
H 7.17841 8.65985 4.30035
H 8.53480 8.15266 5.32885
H 7.97982 1.82673 5.71985
H 9.58654 1.65045 6.41056
H 9.12388 2.21254 3.44117
H 9.36163 0.58974 4.11386
H 10.64445 1.80814 4.22007
H 6.82044 4.73036 8.08261
H 8.08193 5.68972 8.84323
H 8.22184 2.72686 8.12570
H 8.36371 3.46868 9.71454
H 9.65707 3.66691 8.50995
*
```

Values from the calculation:
HOMO = -4.107 eV
energy = -5586.00125 a.u.
LUMO level = 0.77 eV
maximum force = 8.33 eV/A

***

Number 1: frontier orbital gap 6.2702 eV. Number 2: frontier orbital gap 7.4475 eV. Number 3: frontier orbital gap 4.8789 eV.